DFT (ωB97M-V with the def2-TZVPD basis set) results for one molecule with the formula C5H4N2S.

```
12
Properties=species:S:1:pos:R:3:forces:R:3
C -1.1934 2.2774 -0.2038 -0.118 -4.495 0.643
C -1.1679 1.0816 0.1464 -1.103 4.340 -0.891
C -1.2601 -0.2584 0.7410 1.223 0.739 -0.150
C -1.7133 -1.3170 -0.2168 -0.543 -9.265 -1.337
N -1.8187 -2.5137 -0.6082 0.479 9.533 2.543
S 0.5829 -0.6472 1.0707 -1.211 -0.406 0.906
N 1.2155 -0.2305 -0.4098 0.954 0.219 -0.483
C 2.4778 -0.4083 -0.5125 0.267 -0.740 1.628
H -1.3118 3.1747 -0.7743 0.215 0.030 0.361
H -1.7986 -0.1820 1.7578 0.736 -0.634 -1.718
H 3.0137 -0.9551 0.4677 -0.558 1.549 -2.958
H 2.9741 -0.0214 -1.4584 -0.340 -0.870 1.456
```
Positions in Å, forces in eV/Å.

The max |F| comes out at 9.878 eV/Å. For the LUMO energy, the calculation gives 0.216 eV. As for the highest occupied orbital energy: -9.19 eV. The relative energy (zero: lowest compared OMol25 entry of this formula, charge and spin) is 114.88 kcal per mole. The value obtained for the frontier orbital gap is 9.40 eV. As for the spin multiplicity: 1. Its molecular weight is 124.2 u. The value obtained for the calculated total energy is -19059.7477 eV.

natural (NBO) population analysis, charges in e, atoms 1 to 8: atom 1 (C): -0.191, atom 2 (C): -0.031, atom 3 (C): -0.502, atom 4 (C): 0.253, atom 5 (N): -0.262, atom 6 (S): 0.463, atom 7 (N): -0.570, atom 8 (C): -0.082

=====

DFT (ωB97M-V with the def2-TZVPD basis set) results for a 3-piece molecular cluster, C22H41BIO11S overall.

```
77
Properties=species:S:1:pos:R:3:forces:R:3
C -6.7447 2.0802 -0.0885 1.368 1.048 0.056
C -5.7849 2.8282 -0.1530 -0.682 -0.205 -0.618
B -4.3876 3.6777 -0.2939 0.205 -0.897 1.647
C -3.3470 2.9166 -1.3001 -1.373 1.021 -0.346
C -3.2733 3.2868 -2.7577 0.929 -0.980 0.205
O -2.5648 2.7169 -3.5292 -0.129 0.265 -0.214
I -4.4800 4.8736 -3.6089 -0.195 0.137 -0.004
O -4.5260 5.1172 -0.3987 0.469 0.326 -0.826
C -4.5718 5.6970 0.8496 -0.393 -0.592 0.117
S -3.9576 7.3991 0.8681 -0.082 0.407 0.144
C -3.9412 4.6590 1.8495 0.161 -0.337 -0.975
C -2.6003 5.0007 2.4701 -0.281 0.199 0.952
C -2.7147 5.6199 3.8818 0.450 -0.567 -0.566
C -1.9121 4.8340 4.9433 -0.217 0.721 0.073
C -0.9737 5.7036 5.7186 0.809 -0.098 -0.045
O 0.2156 5.5233 5.7710 -0.457 0.061 0.309
O -1.5340 6.7413 6.4061 0.426 0.177 -0.004
O -3.7515 3.5203 1.0768 0.198 -0.191 -0.529
H -7.5275 1.4055 0.0560 -0.691 -0.487 0.039
H -2.3627 2.9694 -0.8602 0.534 0.252 -0.103
H -3.6058 1.8662 -1.3044 -0.058 -0.435 -0.097
H -5.6301 5.8161 1.0911 -0.130 0.346 0.415
H -2.6285 7.2160 0.9055 -0.120 -0.170 -0.124
H -4.6831 4.4065 2.6073 -0.144 0.351 0.510
H -2.0050 5.6292 1.8267 0.171 0.134 -0.300
H -2.0754 4.0627 2.5430 0.155 -0.399 -0.009
H -2.3755 6.6480 3.8328 -0.127 0.378 0.078
H -3.7592 5.5835 4.1481 -0.360 0.372 0.206
H -1.3035 4.0604 4.5176 0.129 -0.411 -0.288
H -2.6163 4.4043 5.6424 -0.081 -0.318 0.290
H -2.2407 7.1191 5.8783 -0.505 -0.092 0.003
C -0.3546 -0.0834 -5.7803 0.129 0.041 -0.006
O 0.6838 0.2584 -4.8927 -0.050 -0.211 0.136
C 0.2456 1.1689 -3.8884 0.260 -0.072 -0.163
C 1.1204 1.0729 -2.6594 -0.051 0.077 0.054
O 0.8322 -0.0419 -1.8240 0.075 -0.022 0.004
C 1.2439 -1.3232 -2.2686 -0.112 -0.007 0.117
C 2.7314 -1.5729 -2.1471 0.011 -0.113 -0.311
O 3.4445 -0.9503 -3.2061 -0.013 0.231 0.120
C 4.7776 -0.6684 -2.8614 -0.083 -0.064 -0.093
H -0.7101 0.7955 -6.3299 -0.103 -0.028 0.008
H 0.0417 -0.8099 -6.4891 0.037 0.026 -0.012
H -1.1942 -0.5393 -5.2432 -0.063 0.070 -0.039
H -0.7913 0.9667 -3.6109 -0.028 0.058 0.008
H 0.3082 2.1850 -4.2975 -0.154 0.063 0.118
H 0.9078 1.9476 -2.0417 -0.045 -0.027 0.030
H 2.1798 1.1060 -2.9222 0.002 -0.085 -0.141
H 0.8915 -1.5277 -3.2813 0.147 0.057 -0.095
H 0.7448 -2.0265 -1.5978 0.010 0.002 0.021
H 2.9190 -2.6546 -2.1988 -0.036 -0.022 0.197
H 3.0785 -1.1968 -1.1772 -0.003 0.009 0.017
H 4.8262 -0.0073 -1.9875 0.052 -0.056 0.040
H 5.2387 -0.1593 -3.7062 -0.008 -0.031 -0.030
H 5.3371 -1.5897 -2.6532 0.053 0.038 0.066
C 5.8807 -5.2784 1.4083 -0.094 -0.049 0.099
O 4.5174 -5.4667 1.7073 -0.020 -0.024 -0.260
C 3.7816 -4.2539 1.6596 0.032 -0.204 0.205
C 2.3149 -4.5157 1.3997 -0.083 0.147 -0.041
O 2.0084 -4.7942 0.0405 0.038 -0.041 0.015
C 2.3869 -6.0638 -0.4690 -0.060 0.075 -0.127
C 1.5265 -7.2079 0.0213 0.224 -0.153 0.114
O 1.8929 -7.5945 1.3359 -0.104 0.206 0.089
C 0.8363 -8.2188 2.0274 0.118 -0.021 -0.036
H 6.3626 -4.6320 2.1511 0.059 0.041 -0.062
H 6.3608 -6.2552 1.4247 -0.013 -0.012 0.042
H 6.0057 -4.8438 0.4094 0.049 0.066 0.032
H 4.1737 -3.5997 0.8719 -0.015 0.023 -0.013
H 3.8894 -3.7477 2.6285 -0.028 0.154 -0.069
H 1.7753 -3.5931 1.6235 0.000 0.013 -0.040
H 1.9262 -5.2904 2.0622 0.150 -0.109 0.015
H 3.4457 -6.2644 -0.2966 -0.011 -0.091 0.156
H 2.2398 -5.9858 -1.5487 -0.027 0.023 0.003
H 1.6668 -8.0724 -0.6426 -0.118 0.057 -0.112
H 0.4743 -6.9030 -0.0092 -0.014 0.016 -0.021
H -0.0315 -7.5534 2.1013 -0.046 -0.056 -0.038
H 1.1863 -8.4446 3.0329 0.042 -0.020 -0.014
H 0.5393 -9.1531 1.5362 -0.084 0.009 0.018
```
Positions in Å, forces in eV/Å.

The max |F| comes out at 1.887 eV/Å. Its total charge is -1. For the LUMO energy, the calculation gives 2.039 eV. As for the highest occupied orbital energy: -5.72 eV. The value obtained for the frontier orbital gap is 7.76 eV. As for the spin multiplicity: 1. Its molecular weight is 651.3 u. The value obtained for the calculated total energy is -65612.2881 eV.

Löwdin population analysis, charges in e, atoms 1 to 8: atom 1 (C): 0.052, atom 2 (C): 0.021, atom 3 (B): -0.915, atom 4 (C): -0.069, atom 5 (C): -0.785, atom 6 (O): -0.048, atom 7 (I): 0.809, atom 8 (O): -0.108

=====

DFT (ωB97M-V with the def2-TZVPD basis set) results for a 2-piece molecular cluster, C3H11NO2S overall.

```
18
Properties=species:S:1:pos:R:3:forces:R:3
O -2.4527 -2.1670 0.4924 0.266 0.175 0.020
C -1.2268 -2.9561 0.4266 -1.457 0.305 -0.433
N -0.2784 -2.3419 -0.4195 0.467 0.576 -0.069
C -0.1491 -0.8785 -0.3752 0.282 -0.385 0.912
C 1.1582 -0.4069 0.2820 0.561 -0.719 0.460
S 1.8769 0.9650 -0.6585 0.066 0.256 0.320
H -3.1557 -2.7015 0.8720 0.078 -0.054 0.055
H -0.8512 -3.0839 1.4311 0.181 -0.041 0.403
H -1.5626 -3.8939 -0.0035 0.636 -0.489 0.049
H -0.3154 -2.6432 -1.3701 -0.304 -0.312 -0.279
H -0.1727 -0.4890 -1.3858 -0.167 0.038 -0.158
H -0.9835 -0.4633 0.1897 -0.078 0.143 -0.298
H 1.0890 -0.2027 1.3511 -0.542 0.693 -0.125
H 1.8882 -1.2134 0.3556 -0.020 -0.221 -0.781
H 2.0643 1.8031 0.3681 0.031 0.044 -0.075
O 1.3002 6.9833 -0.2409 -0.390 -0.346 -0.211
H 0.7514 6.1865 -0.3135 0.277 0.240 0.151
H 1.0200 7.5035 -1.0018 0.112 0.098 0.058
```
Positions in Å, forces in eV/Å.

The max |F| comes out at 1.550 eV/Å. For the LUMO energy, the calculation gives 0.731 eV. As for the highest occupied orbital energy: -8.95 eV. The relative energy (zero: lowest compared OMol25 entry of this formula, charge and spin) is 17.41 kcal per mole. The value obtained for the frontier orbital gap is 9.68 eV. As for the spin multiplicity: 1. Its molecular weight is 125.2 u. The value obtained for the calculated total energy is -19708.7711 eV.

natural (NBO) population analysis, charges in e, atoms 1 to 8: atom 1 (O): -0.762, atom 2 (C): 0.099, atom 3 (N): -0.644, atom 4 (C): -0.244, atom 5 (C): -0.541, atom 6 (S): -0.053, atom 7 (H): 0.469, atom 8 (H): 0.149

=====

DFT (ωB97M-V with the def2-TZVPD basis set) results for one molecule with the formula C3H4P2.

```
9
Properties=species:S:1:pos:R:3:forces:R:3
C -0.1468 0.9578 0.3707 0.234 0.399 0.626
C 1.9952 -0.9828 -0.0420 0.165 0.414 -0.508
C -1.3772 1.3440 0.1003 0.859 -0.420 0.593
P 1.4290 0.7373 -0.3430 -1.581 -0.161 -2.003
P 3.4040 0.2494 0.1837 0.284 -0.613 1.381
H 1.6108 -1.4848 0.8447 0.210 0.194 0.038
H 2.0241 -1.6385 -0.9088 0.126 0.064 0.078
H -2.0914 1.3505 0.9109 -0.347 0.109 0.080
H -1.7403 1.6300 -0.8777 0.051 0.014 -0.284
```
Positions in Å, forces in eV/Å.

The max |F| comes out at 2.556 eV/Å. For the LUMO energy (alpha / beta), the calculation gives 0.275 / -1.751 eV. The expectation value of S² is 2.03. As for the highest occupied orbital energy (alpha / beta): -7.00 / -9.19 eV. The relative energy (zero: lowest compared OMol25 entry of this formula, charge and spin) is 24.00 kcal per mole. The value obtained for the frontier orbital gap (alpha / beta) is 7.27 / 7.43 eV. As for the spin multiplicity: 3. Its molecular weight is 102.0 u. The value obtained for the calculated total energy is -21748.1173 eV.

natural (NBO) population analysis, charges in e, atoms 1 to 8: atom 1 (C): -0.294, atom 2 (C): -0.996, atom 3 (C): -0.451, atom 4 (P): 0.463, atom 5 (P): 0.370, atom 6 (H): 0.250, atom 7 (H): 0.239, atom 8 (H): 0.213

=====

DFT (ωB97M-V with the def2-TZVPD basis set) results for C16H10Cl5F6N5O4RuS3 as an isolated structure.

```
50
Properties=species:S:1:pos:R:3:forces:R:3
Ru 0.5857 -0.3209 1.1556 0.463 0.003 0.768
C 2.5603 2.8893 -1.1869 0.142 0.015 0.120
C 2.4349 1.5825 -0.4794 0.033 0.283 0.101
N 2.0131 1.3773 0.7004 -0.020 -0.153 -0.232
N 1.5211 2.2347 1.6309 0.151 0.333 0.216
C 0.8739 1.5177 2.5706 -0.392 0.190 -0.074
N 0.2346 2.1415 3.5246 0.241 0.129 0.058
S -1.3873 -0.9230 2.8805 0.108 0.018 -0.517
C 2.8198 0.2993 -1.1238 0.136 -0.398 -0.132
C 3.5941 0.2444 -2.2697 -0.076 0.159 0.071
C 3.9448 -0.9956 -2.7872 -0.025 -0.089 0.029
C 3.5185 -2.1365 -2.1357 0.048 0.066 -0.033
C 2.7528 -1.9960 -0.9841 0.058 0.014 -0.151
N 2.4078 -0.8166 -0.4901 -0.221 0.135 -0.094
H 1.9886 3.6694 -0.6893 0.011 0.011 0.013
H 2.1876 2.7948 -2.2063 -0.006 -0.006 -0.002
H 3.6071 3.1978 -1.2343 -0.020 0.025 -0.027
H 1.6074 3.2433 1.5552 0.002 -0.006 -0.051
H 0.1262 3.1458 3.5740 0.016 0.039 0.057
H -0.2711 1.6070 4.2100 -0.061 -0.029 -0.029
H 3.9326 1.1534 -2.7478 -0.040 -0.001 -0.011
H 4.5448 -1.0616 -3.6844 0.003 -0.002 0.000
H 3.7668 -3.1208 -2.5057 0.001 -0.006 0.025
H 2.4061 -2.8712 -0.4515 -0.068 -0.002 -0.012
Cl -4.3915 -1.7324 2.7697 -0.133 0.065 0.084
C -3.2333 -2.7191 2.0182 0.183 -0.050 -0.177
C -1.8703 -2.3561 2.0798 0.004 -0.017 0.305
C -0.9287 -3.1905 1.4446 -0.454 -0.158 -0.034
Cl 0.7466 -2.8592 1.6801 0.282 -0.491 -0.077
C -1.3136 -4.2899 0.7065 0.023 0.062 0.053
Cl -0.1484 -5.2655 -0.0736 0.089 -0.075 -0.054
C -2.6798 -4.6038 0.6072 0.039 0.119 0.115
Cl -3.1688 -5.9382 -0.3223 -0.014 -0.054 -0.037
C -3.6302 -3.8314 1.2818 0.027 0.030 -0.036
Cl -5.2820 -4.2381 1.1772 -0.091 -0.030 -0.013
F -1.0266 1.7108 -2.6319 -0.195 -0.165 -0.071
C -1.7601 0.5910 -2.5842 0.366 -0.076 -0.131
F -1.2553 -0.2800 -3.4540 -0.021 0.003 0.069
F -3.0019 0.8483 -2.9112 -0.096 0.028 0.243
S -1.5586 -0.1456 -0.8616 -0.363 -0.013 -0.332
O -0.4219 -1.0370 -1.0061 0.308 0.196 0.272
O -2.7732 -0.7500 -0.4260 -0.306 0.102 -0.211
N -1.0517 1.0735 0.0627 -0.326 -0.484 -0.041
S -2.2421 2.0520 0.5976 0.434 0.455 -0.005
O -3.3437 2.0662 -0.3013 -0.188 0.021 -0.132
O -2.4138 1.9390 2.0089 -0.014 -0.074 0.138
C -1.4172 3.7186 0.3631 0.163 -0.285 -0.136
F -2.3266 4.6502 0.1874 -0.077 -0.011 0.052
F -0.5931 3.6999 -0.6906 -0.088 0.100 0.172
F -0.6845 4.0316 1.4523 -0.039 0.073 -0.111
```
Positions in Å, forces in eV/Å.

The max |F| comes out at 0.897 eV/Å. Its total charge is +1. For the LUMO energy (alpha / beta), the calculation gives -3.329 / -5.816 eV. The expectation value of S² is 8.78. As for the highest occupied orbital energy (alpha / beta): -11.26 / -11.63 eV. The relative energy (zero: lowest compared OMol25 entry of this formula, charge and spin) is 0.00 kcal per mole. The value obtained for the frontier orbital gap (alpha / beta) is 7.93 / 5.81 eV. As for the spin multiplicity: 6. Its molecular weight is 824.8 u. The value obtained for the calculated total energy is -146389.3947 eV.

natural (NBO) population analysis, charges in e, atoms 1 to 8: atom 1 (Ru): 1.085, atom 2 (C): -0.690, atom 3 (C): 0.291, atom 4 (N): -0.284, atom 5 (N): -0.436, atom 6 (C): 0.213, atom 7 (N): -0.727, atom 8 (S): 0.228

=====

> Number 5 is which compound?

C16H10Cl5F6N5O4RuS3